C92H211N13O18 | ωB97M-V with the def2-TZVPD basis set

ORCA input file:
```
! wB97M-V def2-TZVPD RIJCOSX def2/J DEFGRID3
* xyz 0 1
O -0.304 -0.048 2.044
O -5.635 1.601 1.099
O -3.476 -0.987 -1.387
O -3.313 -5.872 2.951
O 5.799 4.175 2.591
O 0.561 3.255 -0.829
O -7.456 0.345 3.335
O 2.344 -1.139 -9.333
O -0.325 2.224 -7.668
O 4.850 -0.416 -2.770
O 2.009 0.263 -1.543
O -2.323 1.093 7.812
O -2.171 -5.891 -3.460
O -1.829 7.017 -2.749
O -3.252 4.142 -5.165
O 6.445 -1.769 3.568
O 5.410 -3.875 0.007
O 1.062 -5.934 3.193
N -6.031 2.862 0.615
N 0.294 6.107 -1.173
N -2.847 -3.052 0.751
N -1.073 0.969 7.097
N 3.562 -5.888 1.994
N 2.980 -3.037 3.713
N 4.750 0.017 -4.105
N 1.921 -1.495 1.105
N -7.597 0.622 4.769
N 1.419 0.134 -6.604
N -1.421 1.807 -4.675
N 4.977 3.216 1.906
N -0.850 -5.810 -3.998
C -0.309 -6.693 -1.759
C 7.053 1.044 -3.731
C 5.615 1.554 -5.792
C -2.446 -0.109 -1.834
C 2.918 -2.110 -10.187
C -3.652 -0.937 0.025
C 6.289 -1.978 -4.735
C 0.774 -0.882 -7.365
C -6.025 4.854 -1.376
C 4.984 -1.165 -4.925
C -0.162 -1.385 2.566
C 0.372 7.331 -1.940
C -9.644 1.688 4.221
C -6.313 0.343 5.426
C 4.953 1.405 0.249
C -0.504 -1.137 8.568
C 1.843 1.353 -7.268
C -4.022 -2.325 0.538
C 3.451 1.366 2.166
C 5.076 1.851 4.021
C -4.634 4.405 -5.295
C 0.934 1.942 -8.316
C 3.874 -2.161 -4.574
C 1.119 -6.529 4.461
C 2.785 -7.171 2.001
C -1.552 2.143 -8.410
C -5.316 4.977 -0.013
C -0.735 -4.862 -5.091
C 1.080 1.906 6.901
C 5.824 2.512 0.930
C -8.276 1.885 4.871
C -1.036 7.930 -2.069
C 4.691 -2.942 5.582
C -2.768 3.784 -3.843
C 1.367 0.761 -2.669
C -5.094 1.065 4.892
C -6.378 1.813 -1.658
C -1.586 -1.198 6.327
C -8.168 1.853 0.108
C 0.796 -0.480 6.478
C 4.218 2.439 2.916
C -0.596 -0.446 7.161
C 1.584 5.469 -1.088
C -8.471 2.147 6.414
C 0.025 1.905 9.190
C -3.691 3.194 -0.234
C -3.133 -4.405 1.144
C 1.730 0.535 7.061
C -1.259 -3.393 -4.866
C -6.553 0.653 6.920
C -0.341 4.025 -4.542
C -6.971 2.621 -0.517
C 7.661 -2.031 2.860
C -0.839 3.353 7.134
C 6.301 -3.826 -1.160
C 1.259 -6.881 2.155
C -1.560 -5.553 -6.234
C -0.276 2.042 7.612
C -6.100 -1.147 5.276
C 5.034 2.490 -3.576
C -2.580 -4.742 2.464
C 3.117 3.408 3.581
C -7.201 2.000 7.185
C 1.820 -4.912 -4.451
C 4.232 -2.418 4.232
C 1.497 4.203 -0.268
C -1.388 3.106 -3.983
C 4.537 -4.979 -0.122
C 5.358 -2.598 3.201
C 0.760 -4.900 -5.580
C 7.103 1.950 1.629
C 0.074 -5.671 -2.822
C 0.076 2.276 0.087
C 1.516 -5.888 -3.315
C -2.851 -6.341 4.151
C 5.608 1.188 -4.287
C 3.345 -4.979 0.847
C 1.614 -1.129 -1.435
C 6.304 3.598 -0.072
C 4.877 -0.653 -6.361
C -7.545 3.048 4.209
C -3.028 7.651 -3.138
C -4.892 3.677 0.568
C 4.313 0.481 1.304
C -1.135 0.627 2.950
C -4.381 3.973 1.982
C -7.352 4.019 -1.094
C 0.102 -4.313 -2.140
C 0.628 -2.103 1.523
C 5.866 0.335 -6.670
C 1.779 -1.778 -8.107
C 2.313 -1.837 -0.315
H -4.795 5.406 -5.766
H -10.420 2.413 4.524
H 0.980 8.123 -1.454
H 3.620 4.111 4.205
H -9.227 1.484 6.711
H -7.960 -0.503 3.256
H -0.550 -2.221 8.372
H -5.620 2.337 -2.302
H -1.938 -6.931 4.054
H 2.933 0.726 2.928
H 3.825 -0.320 -6.377
H -5.779 0.920 -1.313
H -7.044 2.811 3.236
H 1.029 2.172 5.794
H -5.071 2.118 5.040
H -0.475 -7.637 -2.268
H -4.182 0.565 5.328
H 2.702 -2.508 2.873
H 4.142 -4.883 -1.169
H 2.081 -2.916 -0.394
H -1.489 8.014 -1.052
H 1.969 5.217 -2.164
H 3.064 -7.812 2.845
H 0.899 -4.093 -6.322
H -6.193 1.354 1.824
H 0.413 -0.945 9.049
H 5.563 0.910 -0.541
H 5.554 3.352 -3.989
H -7.760 0.922 0.306
H -3.374 2.210 0.088
H 2.958 -7.684 1.075
H -4.760 -2.763 -0.075
H 4.038 1.826 -0.239
H 3.310 -5.323 2.820
H 6.914 0.086 -6.509
H 1.636 2.794 7.250
H 2.107 -2.926 4.221
H -6.098 5.382 0.710
H -6.769 3.417 4.891
H 4.696 2.047 -5.971
H -1.182 1.997 -5.637
H -9.943 0.724 4.589
H -2.120 -3.283 -4.178
H 6.279 -2.913 -5.329
H -1.428 1.642 2.597
H -0.654 0.713 3.929
H 2.407 6.078 -0.722
H -1.068 3.217 6.031
H 3.012 -3.970 1.142
H -5.409 4.304 -2.079
H 2.850 -5.176 -4.852
H 1.839 -1.518 -2.402
H -0.303 4.924 -3.951
H 5.715 -2.651 5.801
H -5.612 0.586 7.426
H 6.381 2.372 -5.889
H 7.160 -1.421 -5.168
H 2.699 1.860 1.560
H 1.059 4.578 0.622
H -2.371 1.376 -4.619
H 3.961 -2.946 -5.285
H -1.104 -1.836 2.809
H 1.666 -6.968 -3.562
H -0.170 4.138 7.338
H -1.212 -2.216 6.211
H 5.468 5.085 2.340
H 2.514 -5.419 0.212
H 0.700 -4.369 -1.266
H -3.548 6.984 -3.748
H -1.141 -6.278 -1.174
H 3.977 2.433 -3.880
H -1.447 -0.330 -1.382
H 1.821 -0.492 1.243
H -1.776 3.526 7.671
H 1.703 1.821 -2.751
H -2.287 2.794 -7.985
H -5.086 3.617 -5.952
H -2.839 3.824 -0.177
H 0.129 -1.481 -6.769
H -7.119 1.456 -2.351
H 0.831 2.596 9.361
H -2.611 -5.245 -6.079
H -4.490 5.642 -0.010
H -5.044 4.309 -4.281
H 2.143 2.043 -6.472
H 1.765 0.277 8.177
H -1.450 -6.618 -6.099
H -8.196 3.932 3.973
H -4.488 -2.305 1.556
H 1.184 -2.624 -8.471
H 2.811 1.282 -7.827
H 1.448 2.865 -8.671
H -0.402 -2.792 -4.571
H 0.369 -7.347 4.538
H -6.200 5.829 -1.913
H -6.107 -1.417 4.204
H -1.520 -5.012 2.343
H -4.864 0.901 3.825
H -9.002 1.747 -0.628
H 7.599 0.349 -4.278
H 5.483 4.219 -0.403
H 5.728 2.734 4.132
H -9.547 1.718 3.134
H -1.199 2.994 -2.933
H 0.744 7.111 -2.968
H 0.314 0.751 -2.503
H 7.486 -1.757 1.761
H -0.594 4.444 -5.544
H -3.479 3.034 -3.436
H -1.736 -0.699 5.382
H 0.743 1.281 -9.170
H -6.511 2.765 6.911
H 0.751 -5.819 5.202
H -2.953 0.772 7.177
H -1.366 -5.226 -7.273
H -8.125 4.428 -0.364
H 0.811 -3.096 1.962
H 7.829 1.531 0.966
H 0.645 3.545 -4.562
H -5.156 4.309 2.579
H -0.780 1.843 -0.409
H -0.282 2.758 1.012
H 3.976 -2.685 -3.582
H 3.237 -1.561 -11.069
H 0.621 -6.716 -1.171
H -0.902 2.199 9.762
H 1.758 0.289 -3.583
H -2.650 -1.347 6.729
H 7.003 4.209 0.424
H -2.750 4.713 -3.238
H -0.385 5.504 -1.616
H 0.485 -1.163 -1.274
H 0.845 -5.842 -6.171
H -0.086 -2.250 0.728
H 6.484 -2.128 -3.630
H 2.042 -2.797 -10.462
H 5.164 2.359 -2.521
H 0.394 -1.204 3.505
H 7.580 2.796 2.123
H 2.450 2.864 4.246
H 4.603 -4.022 5.661
H -3.963 3.025 2.306
H 7.110 0.790 -2.647
H -2.791 0.963 -1.732
H 5.154 -5.955 0.001
H -1.332 -0.939 9.217
H 6.928 1.268 2.467
H -2.128 -6.849 -3.522
H 3.346 -1.820 -0.465
H 2.534 -2.105 -7.447
H 3.638 -0.284 0.909
H -5.261 -1.560 5.811
H 0.471 -3.493 -2.712
H -2.635 -3.943 3.233
H -7.851 3.892 -2.084
H 8.464 -1.429 3.298
H 2.879 -1.724 -4.669
H 6.912 -2.889 -1.064
H -1.281 2.534 -9.404
H -2.885 8.599 -3.741
H 2.228 -5.700 -2.452
H -3.573 4.749 1.990
H 1.931 -3.945 -3.985
H 4.910 -2.482 2.213
H 0.794 -6.451 1.238
H -6.918 -1.733 5.721
H -3.926 3.064 -1.263
H -2.464 -0.274 -2.870
H -2.088 0.055 3.077
H 3.993 -0.054 -2.346
H 3.708 -2.670 -9.748
H 0.810 0.357 -5.835
H -8.966 3.092 6.505
H -0.945 -4.036 -1.801
H -4.269 -4.556 1.090
H 0.016 -0.565 -8.133
H -2.286 -2.949 -0.087
H -4.434 -0.151 0.181
H 4.980 -1.431 -7.066
H 4.052 -2.560 6.365
H 4.596 1.760 5.024
H -1.906 1.144 -8.447
H 0.785 1.447 0.186
H 2.431 3.777 0.020
H 4.967 -0.155 1.993
H -8.469 2.395 0.990
H -7.176 -0.193 7.276
H -1.003 8.889 -2.636
H 2.566 3.858 2.753
H 0.729 -7.742 2.428
H -2.721 -0.580 0.537
H 5.812 0.636 -7.728
H 2.089 -6.926 4.709
H 7.567 2.026 -3.863
H 2.654 0.429 6.613
H 6.752 3.109 -0.914
H 6.976 -4.663 -1.235
H -1.592 -2.980 -5.843
H -7.413 2.178 8.271
H 0.268 0.915 9.413
H 5.711 -3.787 -2.072
H -3.692 7.912 -2.303
H -3.684 -6.876 4.618
H 7.903 -3.062 3.078
H 1.278 -1.496 6.610
H -2.572 -5.458 4.742
H 5.691 -3.673 3.162
H 5.602 0.992 3.701
H -2.836 -5.247 0.450
H 4.043 -1.374 4.450
H 0.719 -0.235 5.412
*
```

The calculated total energy comes out at -5697.40023 hartree. For the energy relative to the best compared isomer or geometry (same formula, charge and spin), the calculation gives 0.0 kJ/mol. As for the largest force on an atom: 0.076 Eh/bohr. The calculation puts the molar mass at 1787.77 g/mol. The HOMO energy is -0.306 Eh.

Here are the Löwdin charges for atoms 1 to 2, given in e: -0.206 -0.042


C9H9ClN2O3 | ωB97M-V with the def2-TZVPD basis set

ORCA input file:
```
! wB97M-V def2-TZVPD RIJCOSX def2/J DEFGRID3
* xyz 0 1
Cl 2.382 2.429 0.770
O 2.954 -1.262 -0.470
O 4.336 0.326 0.328
O 1.124 -2.655 -0.260
N -0.396 0.554 -0.183
N -0.897 1.803 -0.139
C 1.999 0.822 0.258
C 3.228 0.009 0.107
C -2.214 1.701 -0.264
C 0.882 0.238 -0.081
C -2.583 0.332 -0.460
C 1.646 -1.477 -0.779
C -1.432 -0.364 -0.375
C -3.089 2.908 -0.237
C 1.302 -3.022 1.067
H -2.718 3.798 0.305
H -4.077 2.745 0.260
H -3.523 -0.092 -0.511
H 0.627 -3.778 1.416
H 1.259 -2.135 1.708
H 1.438 -1.556 -1.784
H 2.344 -3.416 1.152
H -3.444 3.399 -1.191
H -1.148 -1.307 -0.638
*
```

The calculated total energy comes out at -1143.67333 hartree. For the energy relative to the best compared isomer or geometry (same formula, charge and spin), the calculation gives 0.0 kJ/mol. As for the largest force on an atom: 0.094 Eh/bohr. The calculation puts the molar mass at 228.63 g/mol. The HOMO energy is -0.331 Eh.

Here are the Löwdin charges for atoms 1 to 2, given in e: 0.726 0.066


C33H28BrClCoN4O4P | ωB97M-V with the def2-TZVPD basis set

ORCA input file:
```
! wB97M-V def2-TZVPD RIJCOSX def2/J DEFGRID3
* xyz 1 2
Br -6.793 2.676 -2.177
Co -0.437 0.376 0.910
Cl 1.285 -0.675 -1.228
P 1.731 0.281 1.710
O -1.638 0.441 4.601
O -2.338 1.798 0.491
O -1.442 0.131 -1.227
O -0.739 0.977 2.619
N -1.586 -1.119 2.969
N -2.057 -1.699 -3.318
N -1.537 -1.316 1.576
N -3.485 -0.809 -4.794
C 2.694 0.157 6.170
C 4.456 -2.890 -0.230
C -2.212 -3.538 -6.971
C -4.681 0.912 -2.814
C -3.458 0.272 -2.602
C 1.905 -0.833 5.600
C 2.894 1.248 4.036
C -2.720 0.631 -1.487
C 2.835 -0.956 0.974
C -1.341 -4.123 -6.033
C -1.196 -3.606 -4.762
C 3.890 -1.535 1.675
C 2.622 -1.388 -0.329
C 4.696 -2.494 1.076
C 2.105 0.255 3.464
C -1.333 0.166 3.468
C -1.957 -2.478 -4.463
C 3.188 1.194 5.392
C 1.608 -0.785 4.248
C -2.767 2.839 1.397
C -2.833 -1.896 -5.374
C 2.296 1.875 1.043
C 3.022 4.334 -0.035
C 1.832 4.212 0.670
C 3.852 3.234 -0.195
C -5.135 1.832 -1.897
C -3.012 -0.735 -3.589
C -4.411 2.163 -0.753
C 3.491 2.007 0.344
C -3.185 1.556 -0.561
C 3.406 -2.335 -0.952
C -2.964 -2.427 -6.658
C 1.466 2.987 1.208
H -0.771 -4.998 -6.318
H -2.004 2.923 2.159
H 1.509 -1.633 6.211
H 4.082 -1.227 2.695
H 5.513 -2.931 1.634
H -1.747 -1.986 -2.408
H 3.306 5.290 -0.455
H 5.084 -3.638 -0.696
H -5.254 0.655 -3.694
H -2.250 -1.664 3.499
H -0.522 -4.057 -4.044
H -3.712 2.558 1.861
H 1.192 5.074 0.808
H 3.274 2.064 3.435
H -2.876 3.770 0.841
H 0.554 2.905 1.791
H 3.207 -2.631 -1.972
H 3.798 1.967 5.841
H -3.639 -1.976 -7.373
H -2.470 -1.320 1.169
H 4.145 1.152 0.216
H 4.783 3.332 -0.737
H -0.928 0.178 -2.045
H 2.918 0.125 7.228
H -4.802 2.887 -0.057
H -1.099 -2.206 1.365
H -2.291 -3.977 -7.957
H 0.981 -1.553 3.810
*
```

The calculated total energy comes out at -6552.46654 hartree. For the energy relative to the best compared isomer or geometry (same formula, charge and spin), the calculation gives 72.0 kJ/mol. As for the largest force on an atom: 0.013 Eh/bohr. The calculation puts the molar mass at 749.88 g/mol. The HOMO energy (spin up / spin down) is -0.393 / -0.393 Eh.

Here are the Löwdin charges for atoms 1 to 2, given in e: 0.803 0.479


N4O2 | ωB97M-V with the def2-TZVPD basis set

ORCA input file:
```
! wB97M-V def2-TZVPD RIJCOSX def2/J DEFGRID3
* xyz 0 1
O -0.244 -0.272 -1.920
O -1.146 -1.394 1.190
N 1.365 1.595 1.174
N -0.694 -0.592 -0.864
N 1.251 1.621 0.100
N -0.680 -1.169 0.107
*
```

The calculated total energy comes out at -369.35122 hartree. For the energy relative to the best compared isomer or geometry (same formula, charge and spin), the calculation gives 3.7 kJ/mol. As for the largest force on an atom: 0.032 Eh/bohr. The calculation puts the molar mass at 88.03 g/mol. As for the SMILES: O=NN=O.N#N. The HOMO energy is -0.378 Eh.

Here are the Löwdin charges for atoms 1 to 2, given in e: 0.045 0.038